Density functional theory data (ωB97M-V/def2-TZVPD) for CH3NO2 in the gas phase in a non-equilibrium geometry.

CARTESIAN COORDINATES (ANGSTROEM)
C: -0.417 0.388 -0.191
N: -0.027 -1.018 -0.068
O: 1.512 -0.378 0.150
O: 0.951 0.911 -0.023
H: -0.743 0.764 -1.244
H: -1.067 0.705 0.578
H: -0.209 -1.372 0.797

Results
DFT total energy: -244.910117 hartree
SMILES: C1NOO1
2S+1: 1

Here are the Löwdin charges for atoms 1 to 5, given in e: -0.1821, 0.1187, -0.0813, -0.1402, 0.1452